[1]
A structure of composition C43H34Cl3CrF5GeN5O6Se, computed with ωB97M-V with the def2-TZVPD basis set.

## Properties
HOMO (alpha / beta) = -4.19 / -3.79 eV
<S²> = 2.04
net charge = -1
2S+1 = 3

Geometry (Å):
1 Cr 0.7929 0.6907 -0.6936
2 C 4.4826 2.2409 1.9241
3 O 4.2188 3.5097 1.1716
4 C 2.9894 4.0725 1.0931
5 C 2.8176 5.4346 1.3063
6 C 1.6413 6.0893 0.9965
7 C 0.5785 5.4318 0.4031
8 C 0.7047 4.0613 0.1618
9 C -0.4279 3.4551 -0.3810
10 N -0.5838 2.2017 -0.8228
11 N -1.7518 2.0309 -1.4742
12 C -1.9366 0.8373 -1.8994
13 O -0.9052 -0.0133 -1.5726
14 C -3.1477 0.4889 -2.6583
15 C -3.6242 -0.8287 -2.9727
16 C -4.7135 -0.9632 -3.8299
17 C -5.4967 0.1293 -4.1984
18 C -5.1251 1.3712 -3.7478
19 C -3.9725 1.5707 -3.0028
20 C 1.9274 3.3137 0.4764
21 O 2.1072 2.0483 0.2543
22 H 4.3195 1.3538 1.2804
23 H 3.8734 2.1963 2.8288
24 H 5.5490 2.3229 2.1865
25 H 3.6122 6.0153 1.7249
26 H 1.5427 7.1428 1.1966
27 H -0.3086 5.9812 0.0900
28 H -1.3311 4.0447 -0.5022
29 H -3.1152 -1.6993 -2.5859
30 H -4.9473 -1.9686 -4.1408
31 H -6.3483 -0.0161 -4.8878
32 H -5.6787 2.2794 -3.9952
33 H -3.6735 2.5674 -2.7248
34 C -2.3291 -2.4092 5.9006
35 O -2.2041 -2.0227 4.5178
36 C -3.2567 -2.3066 3.6667
37 C -4.3831 -3.0998 3.9219
38 C -5.3658 -3.2559 2.9295
39 C -5.2122 -2.6321 1.7096
40 C -4.0773 -1.8964 1.4117
41 C -3.1033 -1.7289 2.3611
42 N -1.9626 -0.9108 2.1673
43 C -1.1325 -1.0200 1.1222
44 N -1.3411 -2.0599 0.2424
45 C -0.8828 -2.2738 -1.0458
46 C -0.7565 -1.2872 -2.0518
47 C -0.3858 -1.5649 -3.3638
48 C 0.0062 -2.8676 -3.6800
49 C -0.1704 -3.9100 -2.7712
50 C -0.6990 -3.6275 -1.4879
51 O -1.1904 -4.5517 -0.5985
52 C -1.2738 -5.9266 -0.9199
53 N 0.0055 -0.3080 1.1033
54 C 0.4606 0.3676 2.2481
55 C -0.1899 1.4926 2.7296
56 C 0.2015 2.1287 3.9067
57 C 1.3021 1.6569 4.6012
58 C 1.9849 0.5157 4.1683
59 C 1.5037 -0.1917 3.0673
60 O 2.0020 -1.3940 2.6327
61 C 3.0288 -2.0637 3.4442
62 H -1.4258 -2.0373 6.3835
63 H -2.3879 -3.5121 5.9946
64 H -3.2077 -1.8895 6.3713
65 H -4.5091 -3.5287 4.9263
66 H -6.2331 -3.8828 3.1247
67 H -5.9478 -2.7520 0.9254
68 H -3.9485 -1.4729 0.3601
69 H -1.6555 -0.3059 2.9528
70 H -1.9476 -2.8151 0.6072
71 H -0.3238 -0.8001 -4.1192
72 H 0.4679 -3.0166 -4.6456
73 H 0.1676 -4.9072 -3.0124
74 H -1.4394 -6.4916 -0.0175
75 H -0.3478 -6.2519 -1.4040
76 H -2.1150 -6.1303 -1.5935
77 H -1.0010 1.8585 2.0669
78 H -0.3387 2.9796 4.2839
79 H 1.6343 2.1732 5.4764
80 H 2.9318 0.1932 4.6398
81 H 3.1533 -3.0694 2.9869
82 H 2.7921 -2.1035 4.5266
83 H 3.9878 -1.5364 3.3242
84 Cl 3.4962 -1.9027 -2.9975
85 Ge 2.8039 -1.3750 -0.9756
86 Cl 4.6890 -0.7737 0.0678
87 Cl 2.6120 -3.4287 -0.0851
88 F 7.0220 2.6495 -5.4478
89 C 5.7752 2.4750 -4.9928
90 C 4.6823 2.3410 -5.8193
91 F 4.8393 2.4292 -7.1840
92 C 3.3961 2.1063 -5.2930
93 F 2.3393 2.0245 -6.1448
94 C 3.1916 1.9516 -3.8736
95 Se 1.4251 1.7186 -3.0856
96 C 4.3420 2.0493 -3.1110
97 F 4.2331 1.8896 -1.7757
98 C 5.5779 2.3799 -3.6228
99 F 6.6203 2.5193 -2.7550

Löwdin population analysis, charges in e, atoms 1 to 8: 0.32 -0.02 -0.09 -0.22 -0.02 -0.12 -0.07 -0.15



[2]
A structure of composition C43H34IrN2OP2S, computed with ωB97M-V with the def2-TZVPD basis set.

## Properties
ΔE to the lowest compared entry with this formula, charge and spin = 0.00 kJ/mol
HOMO (alpha / beta) = -16.16 / -16.52 eV
<S²> = 6.03
net charge = +3
2S+1 = 5

Geometry (Å):
1 Ir -13.7727 -13.0080 7.3932
2 O -12.1054 -16.2365 7.5475
3 S -12.2978 -14.9089 8.0823
4 C -10.6529 -14.0882 7.8945
5 C -9.5170 -14.8259 8.1925
6 C -8.2959 -14.2744 8.0717
7 C -8.1412 -12.9423 7.6370
8 C -9.2114 -12.1900 7.2252
9 C -10.4890 -12.7791 7.3907
10 P -11.9041 -11.8752 6.7542
11 C -11.5697 -11.8023 4.9768
12 C -11.0747 -10.6359 4.3923
13 C -10.7482 -10.6263 3.0354
14 C -10.9887 -11.7041 2.2467
15 C -11.5103 -12.8706 2.8167
16 C -11.7945 -12.9242 4.1786
17 C -11.7333 -10.2768 7.6478
18 C -12.0364 -9.0517 7.0332
19 C -11.6884 -7.8995 7.7272
20 C -11.1369 -7.9574 9.0373
21 C -11.0343 -9.1589 9.6772
22 C -11.2728 -10.3545 8.9784
23 C -12.4875 -15.0779 9.8570
24 C -11.6246 -15.8965 10.5155
25 C -11.7635 -16.1023 11.8881
26 C -12.7975 -15.4519 12.5529
27 C -13.7052 -14.6276 11.8903
28 C -13.5992 -14.5373 10.4770
29 P -14.7636 -13.6013 9.4735
30 C -15.4150 -12.2615 10.4469
31 C -16.4649 -12.4497 11.3730
32 C -16.9971 -11.4089 12.1208
33 C -16.6391 -10.1119 11.7618
34 C -15.5961 -9.8875 10.8574
35 C -15.0155 -10.9679 10.1656
36 C -16.1642 -14.7361 9.1183
37 C -16.0823 -16.1124 9.2155
38 C -17.2339 -16.8433 8.9868
39 C -18.4530 -16.2597 8.6443
40 C -18.5471 -14.8548 8.5801
41 C -17.3720 -14.1205 8.7585
42 H -9.5808 -15.8562 8.5043
43 H -7.4136 -14.9127 8.1802
44 H -7.1271 -12.5631 7.5809
45 H -9.1098 -11.1905 6.7853
46 H -10.7651 -9.8189 5.0428
47 H -10.2542 -9.7469 2.5677
48 H -10.6266 -11.6669 1.2385
49 H -11.6953 -13.7225 2.1393
50 H -12.0711 -13.8463 4.6711
51 H -12.4672 -9.0003 6.0352
52 H -11.8562 -6.9785 7.2399
53 H -10.9099 -7.0196 9.6258
54 H -10.6924 -9.2893 10.7341
55 H -11.0148 -11.2968 9.4042
56 H -10.8191 -16.3557 9.9360
57 H -11.0806 -16.7415 12.4648
58 H -12.8309 -15.5327 13.6425
59 H -14.4574 -14.0939 12.4460
60 H -16.8333 -13.4294 11.5586
61 H -17.7801 -11.6178 12.8003
62 H -17.1150 -9.2175 12.1901
63 H -15.2965 -8.8549 10.7262
64 H -14.2675 -10.7494 9.4003
65 H -15.1465 -16.5226 9.5362
66 H -17.2051 -17.9451 9.0670
67 H -19.3507 -16.8810 8.5897
68 H -19.4687 -14.3922 8.2748
69 H -17.4814 -13.0269 8.8006
70 N -16.1987 -13.6582 3.9725
71 C -15.4694 -12.8935 4.8006
72 N -14.8856 -13.6803 5.7320
73 C -15.2064 -14.9816 5.4551
74 C -14.9120 -16.2166 6.0642
75 C -15.3957 -17.3714 5.5585
76 C -16.2611 -17.2858 4.4387
77 C -16.6221 -16.1179 3.8650
78 C -16.0670 -14.9713 4.3485
79 H -16.7909 -13.3008 3.2449
80 H -15.4121 -11.8112 4.6234
81 H -14.3260 -16.1594 6.9400
82 H -15.1529 -18.2725 6.1072
83 H -16.4757 -18.2763 3.9542
84 H -17.1836 -16.1178 2.9274

Löwdin population analysis, charges in e, atoms 1 to 8: 0.97 -0.37 0.82 -0.30 -0.08 -0.02 -0.01 -0.04



[3]
A structure of composition C43H35AsAuF2NP2, computed with ωB97M-V with the def2-TZVPD basis set.

## Properties
ΔE to the lowest compared entry with this formula, charge and spin = 202.52 kJ/mol
HOMO (alpha / beta) = -13.35 / -13.35 eV
net charge = +2
2S+1 = 1

Geometry (Å):
1 Au 1.1665 0.9946 -0.2469
2 N 1.2203 -1.2889 1.7590
3 P 0.7087 -1.5917 0.1798
4 C 0.4237 -3.3773 0.3143
5 C 0.9058 -4.2560 -0.6526
6 C 0.7470 -5.6172 -0.4661
7 C 0.0891 -6.0965 0.6584
8 C -0.4204 -5.2160 1.6034
9 C -0.2728 -3.8537 1.4254
10 C 2.2530 -1.4731 -0.8112
11 C 2.1269 -1.3024 -2.1913
12 C 3.2600 -1.2292 -2.9806
13 C 4.5151 -1.2745 -2.3905
14 C 4.6377 -1.4126 -1.0166
15 C 3.5114 -1.5170 -0.2197
16 P 1.4208 0.3177 2.2826
17 C 2.1743 -0.0147 3.9089
18 C 1.4396 -0.7996 4.8009
19 C 1.9868 -1.1297 6.0246
20 C 3.2535 -0.6788 6.3669
21 C 3.9738 0.1129 5.4864
22 C 3.4381 0.4477 4.2519
23 C -0.2677 0.8503 2.7387
24 C -1.3978 0.2823 2.1698
25 C -2.6491 0.6768 2.6099
26 C -2.7674 1.6686 3.5696
27 C -1.6369 2.2746 4.0942
28 C -0.3805 1.8740 3.6753
29 H 1.3941 -2.0664 2.3958
30 H 1.4304 -3.8807 -1.5203
31 H 1.1484 -6.3060 -1.1945
32 H -0.0326 -7.1598 0.7971
33 H -0.9323 -5.5927 2.4762
34 H -0.6895 -3.1624 2.1472
35 H 1.1383 -1.2435 -2.6441
36 H 3.1633 -1.1306 -4.0506
37 H 5.3993 -1.2012 -3.0024
38 H 5.6148 -1.4443 -0.5595
39 H 3.6096 -1.6352 0.8506
40 H 0.4436 -1.1331 4.5407
41 H 1.4226 -1.7362 6.7178
42 H 3.6763 -0.9429 7.3239
43 H 4.9541 0.4708 5.7618
44 H 3.9944 1.0678 3.5639
45 H -1.3098 -0.4878 1.4076
46 H -3.5301 0.2017 2.2080
47 H -3.7446 1.9755 3.9076
48 H -1.7330 3.0531 4.8358
49 H 0.5061 2.3453 4.0755
50 F 1.6482 3.2368 1.5662
51 C 1.8007 3.0714 0.2299
52 F 0.9566 3.9261 -0.3931
53 H 2.8269 3.3280 -0.0456
54 C -0.9017 1.5078 -6.9069
55 C -1.5712 0.5363 -6.1798
56 C -1.4024 0.4496 -4.8081
57 C -0.5524 1.3501 -4.1779
58 C 0.1361 2.3174 -4.9001
59 C -0.0502 2.3984 -6.2696
60 As -0.4433 1.3847 -2.2248
61 C -1.8047 0.1745 -1.6110
62 C -1.8059 -1.2108 -1.6790
63 C -2.8682 -1.9242 -1.1372
64 C -3.9066 -1.2477 -0.5143
65 C -3.9082 0.1369 -0.4335
66 C -2.8590 0.8699 -0.9831
67 C -2.7603 2.3251 -1.0590
68 C -3.6999 3.2420 -0.5973
69 C -3.5386 4.5893 -0.8717
70 C -2.4504 5.0436 -1.6047
71 C -1.4775 4.1504 -2.0331
72 C -1.6284 2.8072 -1.7514
73 H -1.0463 1.5720 -7.9742
74 H -2.2269 -0.1595 -6.6814
75 H -1.9519 -0.2911 -4.2370
76 H 0.8036 3.0079 -4.3909
77 H 0.4727 3.1485 -6.8437
78 H -1.0061 -1.7370 -2.1932
79 H -2.8899 -3.0009 -1.2184
80 H -4.7274 -1.8095 -0.0946
81 H -4.7355 0.6408 0.0407
82 H -4.5701 2.9106 -0.0531
83 H -4.2716 5.3003 -0.5248
84 H -2.3619 6.0914 -1.8468
85 H -0.6113 4.5016 -2.5803

Löwdin population analysis, charges in e, atoms 1 to 8: 0.74 -0.39 0.92 -0.34 -0.07 -0.05 -0.04 -0.05



Energy, respectively: -266318.8954, -82393.9516, -135177.7839 eV.
Largest force on an atom, respectively: 3.7, 4.0, 2.3 eV/A.